This record from OMol25 describes a structure of composition C36H49BN9. The level of theory is ωB97M-V/def2-TZVPD.

```
95
C36H49BN9 | OMol25 | ωB97M-V/def2-TZVPD
B -15.730 -5.345 -6.120
H -16.567 -4.619 -6.800
H -14.795 -5.878 -6.946
H -15.118 -4.504 -5.287
H -16.340 -6.337 -5.450
N -19.136 -6.151 -7.733
C -19.723 -7.462 -7.808
C -20.830 -7.375 -8.844
C -20.908 -5.853 -9.226
C -19.892 -5.174 -8.392
H -18.236 -5.823 -7.266
H -19.135 -8.259 -7.221
H -21.270 -8.243 -9.116
H -21.664 -5.441 -9.896
H -19.467 -4.291 -8.426
N -12.914 -3.811 -6.673
C -12.480 -2.552 -6.751
C -11.144 -2.675 -7.502
C -10.729 -4.103 -7.420
C -12.023 -4.786 -7.033
H -13.787 -4.195 -6.221
H -12.974 -1.659 -6.500
H -10.367 -1.987 -7.901
H -9.769 -4.571 -7.642
H -12.270 -5.632 -6.919
N -13.661 -9.565 -6.522
C -14.078 -9.432 -7.856
C -14.071 -10.723 -8.460
C -13.550 -11.743 -7.406
C -13.324 -10.860 -6.279
H -13.414 -8.706 -5.785
H -14.402 -8.466 -8.362
H -14.229 -10.984 -9.565
H -13.075 -12.691 -7.638
H -12.929 -11.028 -5.254
N -18.772 -0.286 -7.094
C -17.943 0.816 -7.363
C -16.469 0.214 -7.555
C -16.628 -1.221 -7.457
C -18.131 -1.536 -7.254
H -19.670 -0.115 -7.106
H -18.321 1.814 -7.416
H -15.574 0.820 -7.564
H -15.867 -1.955 -7.408
H -18.296 -2.473 -7.128
N -13.324 -1.407 -3.845
C -14.525 -1.196 -4.508
C -15.202 -0.057 -3.881
C -14.232 0.509 -2.836
C -13.159 -0.496 -2.738
H -12.523 -2.174 -4.167
H -14.801 -1.947 -5.264
H -16.185 0.362 -4.213
H -14.262 1.402 -2.388
H -12.305 -0.326 -2.219
N -18.390 -7.610 -9.683
C -17.044 -7.762 -9.226
C -16.228 -8.272 -10.394
C -17.165 -8.479 -11.461
C -18.530 -8.093 -11.018
H -19.132 -7.276 -9.030
H -16.811 -7.517 -8.296
H -15.208 -8.667 -10.407
H -16.782 -8.860 -12.359
H -19.448 -8.184 -11.804
N -13.512 -7.224 -4.462
C -14.015 -8.265 -3.746
C -12.803 -9.125 -3.512
C -11.622 -8.431 -4.071
C -12.135 -7.160 -4.580
H -14.188 -6.366 -4.500
H -15.064 -8.519 -3.560
H -12.784 -10.125 -3.043
H -10.711 -8.855 -3.938
H -11.556 -6.514 -5.185
N -15.887 -2.403 -2.165
C -16.764 -3.355 -2.591
C -17.703 -3.780 -1.348
C -17.331 -2.714 -0.396
C -16.154 -1.978 -0.848
H -15.245 -1.886 -2.569
H -16.511 -3.884 -3.521
H -18.420 -4.467 -1.447
H -17.699 -2.808 0.683
H -15.375 -1.282 -0.160
N -16.744 -4.727 -10.616
C -16.983 -4.487 -11.880
C -16.956 -2.963 -12.004
C -16.673 -2.380 -10.634
C -16.579 -3.557 -9.746
H -16.912 -5.651 -10.265
H -17.027 -5.258 -12.634
H -17.080 -2.342 -12.969
H -16.837 -1.319 -10.345
H -16.297 -3.750 -8.772
```

As for the HOMO energy: -5.21 eV. The calculation puts the total energy at -52194.7888 eV. The HOMO-LUMO gap comes out at 7.79 eV. For the energy above the lowest of the compared OMol25 structures with the same formula, charge and spin, the calculation gives 100.5 kJ/mol. The total charge is -1. The calculation puts the LUMO energy at 2.57 eV.

Atomic partial charges in e from the Mulliken method, atoms 1 to 6:
1. B 2.141
2. H -0.814
3. H -0.435
4. H -0.742
5. H -0.386
6. N 0.061